12
Properties=species:S:1:pos:R:3:forces:R:3 method="wB97M-V/def2-TZVPD" smiles="C=C[C@H]1CP1Cl" e_lumo_ev=0.93 e_above_lowest_kj_mol=100.5 energy_ev=-26054.353 orbital_gap_ha=0.37893
C -1.4868 -1.2180 0.6392 -0.58 -0.37 0.32
C -1.2353 -0.4125 -0.3580 3.03 2.40 -2.63
C 0.3492 0.0651 -0.6144 -2.67 0.86 0.37
C 0.7816 1.3073 0.2360 -4.30 -4.67 2.82
P 1.6537 -0.3253 0.6607 -1.51 1.06 -0.61
Cl 3.2540 -0.3506 -0.5852 0.74 0.18 -0.33
H -2.4151 -1.7503 0.8735 0.29 0.60 -0.03
H -0.6174 -1.3285 1.2649 -0.08 -0.88 0.46
H -1.8335 0.1236 -1.1665 0.18 -1.41 1.33
H 0.5252 0.1644 -1.7266 0.31 -0.48 1.49
H 1.1432 2.1229 -0.1783 2.30 3.48 -2.10
H -0.1189 1.6019 0.9547 2.27 -0.78 -1.09



14
Properties=species:S:1:pos:R:3:forces:R:3 method="wB97M-V/def2-TZVPD" spin_multiplicity=4 e_lumo_ev="-10.64 / -11.47" s2=3.7548 charge=+2 e_above_lowest_kj_mol=0.0 energy_ev=-47991.635 orbital_gap_ha="0.34602 / 0.31409"
O 1.0056 0.9563 -0.2165 0.58 0.83 -0.50
Co 2.9863 0.6949 -0.3022 0.65 0.40 0.16
O 2.0582 -0.9343 -0.0090 1.34 -0.37 -0.37
C 0.9735 -0.3442 -0.1735 -3.73 -1.22 0.80
O -0.1868 -0.9207 -0.2043 1.13 1.56 -0.17
C -0.2668 -2.3576 -0.0716 -0.01 -1.12 0.06
H -1.3296 -2.5938 -0.1541 0.30 0.09 0.01
H 0.3013 -2.8256 -0.8810 -0.15 0.06 0.20
H 0.1237 -2.6477 0.9086 -0.09 0.04 -0.24
C -0.5106 2.1332 -0.2083 -0.27 -0.19 -0.17
C -1.2967 2.0476 0.7824 -0.07 0.45 -2.12
H -0.4343 2.5857 -1.1932 0.68 -0.30 0.23
H -1.4944 1.3881 1.6227 -0.32 0.72 0.04
H -1.9293 2.8181 0.1002 -0.04 -0.95 2.06



13
Properties=species:S:1:pos:R:3:forces:R:3 method="wB97M-V/def2-TZVPD" e_lumo_ev=-3.77 charge=+1 e_above_lowest_kj_mol=618.0 energy_ev=-8877.363 orbital_gap_ha=0.26736
C -0.5761 -2.4987 0.1523 -0.17 0.76 0.13
O -0.9755 -3.4018 1.1168 -0.17 -0.35 0.30
H -1.3207 -2.2745 -0.6147 0.21 -0.09 0.13
H -1.8940 -3.6635 0.9889 0.08 0.00 -0.21
C 2.0307 -2.5537 -2.2793 3.23 0.88 1.14
C 1.4388 -1.7714 -1.3290 -2.92 -2.00 -0.78
C 0.8520 -2.3193 -0.0757 0.52 0.33 0.69
O 0.0752 -1.3735 0.7218 -0.24 -0.34 -0.05
Cs -0.6349 -1.8530 4.3167 0.07 -0.01 -0.32
H 2.4350 -3.5223 -1.9594 -0.43 -0.07 0.31
H 0.8185 -1.0074 -1.8325 1.29 1.13 0.96
H 2.9199 -1.7031 -1.8579 -1.24 -0.31 -2.06
H 1.5218 -2.9370 0.5317 -0.23 0.08 -0.23



14
Properties=species:S:1:pos:R:3:forces:R:3 method="wB97M-V/def2-TZVPD" spin_multiplicity=2 e_lumo_ev="-0.70 / -1.55" s2=0.7549 e_above_lowest_kj_mol=168.5 energy_ev=-55021.589 orbital_gap_ha="0.29669 / 0.26734"
H -0.7957 3.3146 -3.6935 0.60 -1.63 0.28
C 0.3822 3.4246 -2.9109 0.21 -0.68 1.56
H 1.4821 3.4376 -2.9610 0.03 0.41 -0.83
H -0.0357 4.2859 -2.3641 -0.03 -0.06 -0.23
C -0.2754 2.2344 -3.0007 -0.46 1.54 0.09
O 0.8885 -1.0639 -0.2303 -0.22 0.62 -0.39
C -0.0145 -0.9347 0.6304 0.33 -0.85 0.72
O -0.8290 0.0146 0.7025 -0.14 0.62 -0.36
Cu 0.1131 0.7885 -1.0628 -0.40 -0.24 -0.45
O -0.0665 -1.9226 1.5626 0.20 0.10 -0.28
C -0.9906 -1.7767 2.6318 -0.27 0.13 0.10
H -0.8097 -0.8449 3.1842 -0.08 -0.22 -0.15
H -2.0244 -1.7836 2.2609 0.25 0.05 0.11
H -0.8297 -2.6361 3.2913 -0.01 0.21 -0.19



18
Properties=species:S:1:pos:R:3:forces:R:3 method="wB97M-V/def2-TZVPD" spin_multiplicity=8 e_lumo_ev="-1.22 / -1.22" s2=15.7614 e_above_lowest_kj_mol=0.0 energy_ev=-37906.870 orbital_gap_ha="0.21643 / 0.21858"
O -1.4226 0.8485 -3.3518 -1.95 0.08 0.21
C -0.2856 1.4629 -3.1522 2.55 -1.66 -0.26
O -0.3482 2.4180 -2.2581 -1.12 1.26 1.14
O 0.7954 1.0683 -3.6420 -1.46 0.80 0.34
Eu -2.5910 2.0186 -1.6868 2.23 -0.87 -0.99
O 1.6404 -2.2766 0.4550 -0.12 0.07 -0.07
C 1.9328 -1.0000 0.9796 0.48 -0.15 0.33
C 0.7343 -0.1040 0.8325 -0.41 0.28 -1.10
H 2.4518 -2.7858 0.3827 0.03 0.06 -0.02
H 2.7587 -0.5205 0.4294 -0.20 -0.01 0.17
H 2.2228 -1.0604 2.0414 -0.09 -0.10 -0.18
H 0.6279 0.2385 -0.2057 0.07 0.06 0.25
H 0.8085 0.7436 1.5255 -0.01 -0.12 -0.23
O -0.4658 -0.8620 1.1592 0.52 -0.22 0.73
C -1.5916 -0.2178 1.2477 0.25 0.29 -0.63
O -2.0916 0.4783 0.3773 -0.27 0.46 -0.13
O -2.1485 -0.4256 2.4203 -0.51 -0.25 0.54
H -3.0274 -0.0242 2.4459 0.02 0.02 -0.11



12
Properties=species:S:1:pos:R:3:forces:R:3 method="wB97M-V/def2-TZVPD" smiles="C=CCC(F)F" e_lumo_ev=1.16 e_above_lowest_kj_mol=45.8 energy_ev=-9679.287 orbital_gap_ha=0.41878
C -1.8039 0.4766 -0.0517 -2.22 1.26 0.29
C -0.9882 -0.4867 0.2952 1.93 0.38 -0.38
C 0.3307 -0.5299 -0.5281 -0.23 -0.36 1.25
C 1.4856 0.0875 0.2871 -0.38 0.93 -0.96
F 2.6807 -0.4677 -0.0032 0.39 -0.25 -0.46
F 1.5834 1.4441 -0.0095 -0.05 -0.47 -0.15
H -1.5185 1.2494 -0.7820 -0.35 -0.71 -0.01
H -2.8142 0.6053 0.4178 1.18 0.02 -0.24
H -1.1169 -0.9901 1.2539 -0.05 -0.59 -0.59
H 0.6382 -1.5573 -0.8177 -0.31 0.62 0.11
H 0.1116 0.0927 -1.4116 0.60 -0.45 0.23
H 1.4114 0.0760 1.3497 -0.52 -0.39 0.91



12
Properties=species:S:1:pos:R:3:forces:R:3 method="wB97M-V/def2-TZVPD" smiles="CCC=C(F)F" e_lumo_ev=0.92 e_above_lowest_kj_mol=89.8 energy_ev=-9678.831 orbital_gap_ha=0.36568
C 0.6683 1.0293 1.0132 0.96 -1.22 -0.98
C -0.1337 0.8094 -0.3026 0.47 1.84 -0.48
C -0.6902 -0.5227 -0.4983 1.18 -3.71 -1.06
C -0.1470 -1.7745 -0.7567 -3.35 4.15 2.09
F 1.0797 -2.1123 -0.8585 1.75 -0.50 -0.34
F -0.9435 -2.8248 -0.6045 0.21 -0.56 -0.67
H 0.7169 2.1024 1.0862 0.78 0.39 0.37
H 1.7036 0.4869 1.0014 -1.84 1.23 0.06
H 0.0917 0.6789 1.8725 0.09 -0.15 -0.13
H -1.0239 1.5103 -0.2296 1.04 -0.72 -0.23
H 0.4239 1.1349 -1.2332 -0.24 -0.12 1.18
H -1.7457 -0.5178 -0.4899 -1.03 -0.63 0.19



42
Properties=species:S:1:pos:R:3:forces:R:3 method="wB97M-V/def2-TZVPD" e_lumo_ev=5.27 charge=-3 e_above_lowest_kj_mol=0.0 energy_ev=-117207.439 orbital_gap_ha=0.32028
Na 0.3276 -0.1572 -0.0568 0.50 0.27 0.63
P 1.7630 2.9054 1.9321 -0.74 -0.22 0.96
F 1.6014 4.5074 1.6920 0.21 0.53 0.47
F 3.1662 3.0478 1.1009 -0.46 -0.89 0.49
F 2.5442 3.0520 3.3836 0.34 0.70 -0.97
F 1.8242 1.3100 2.1379 0.57 0.20 -0.76
F 0.3859 2.9486 2.7750 -0.25 0.13 -0.13
F 0.9031 2.6683 0.5596 0.35 -0.20 -0.25
P 1.8570 0.0823 -3.0836 1.90 0.13 2.00
F 2.4128 1.2298 -4.0259 -0.35 0.71 -0.96
F 1.0722 1.1721 -2.1084 -0.14 -0.28 -0.62
F 0.5353 -0.0645 -3.9772 -0.55 -0.13 -0.52
F 1.3277 -1.0803 -2.0852 -0.40 -0.26 0.15
F 2.6346 -1.0578 -3.9475 -0.43 0.21 -0.23
F 3.1827 0.2988 -2.1749 -0.44 -0.46 -0.03
P -1.2199 -0.7473 3.8755 0.10 1.17 -0.18
F 0.3487 -0.5934 3.9321 0.31 0.03 -0.16
F -1.3058 -0.2739 5.4386 -0.01 0.01 0.10
F -1.4219 0.7898 3.3421 0.23 -0.32 0.75
F -2.8352 -0.8685 3.9065 -0.52 -0.69 -0.32
F -1.1630 -1.1508 2.2862 -0.22 -0.76 0.21
F -1.0833 -2.3155 4.3485 -0.36 0.40 -0.39
P 2.8596 -2.4304 1.5838 0.98 1.92 -0.33
F 2.8932 -3.1279 0.1109 -0.31 -0.42 0.22
F 1.4582 -1.6723 1.2339 -0.24 -0.23 -0.24
F 2.0247 -3.6791 2.1662 0.08 0.18 0.26
F 2.9498 -1.6202 2.9873 -0.55 -0.85 -0.23
F 4.2510 -3.1607 1.9843 0.23 -0.32 -0.25
F 3.6591 -1.1714 0.8802 -0.02 -0.57 0.35
C -2.9526 -1.6217 -2.7024 -1.13 1.02 0.26
C -2.5020 -0.1737 -2.5339 1.74 0.47 -1.51
C -3.3248 1.0723 -2.9233 -1.75 0.13 0.94
O -3.2174 1.9309 -1.7843 0.39 0.06 -0.15
C -2.3968 1.3721 -0.8565 -0.76 0.10 1.50
O -2.1759 1.8026 0.2255 0.13 0.36 -0.68
O -2.0061 0.1492 -1.2429 0.20 -0.69 -0.34
H -2.0741 -2.2481 -2.8180 -0.13 -0.11 -0.24
H -3.6058 -1.5567 -3.5782 0.37 -0.60 -0.35
H -3.5937 -2.0282 -1.9188 0.17 0.26 0.31
H -1.6645 -0.0965 -3.2360 0.33 -0.17 0.35
H -4.4020 0.8926 -3.0363 0.05 -0.32 -0.04
H -3.0375 1.6640 -3.7925 0.60 -0.50 -0.08



14
Properties=species:S:1:pos:R:3:forces:R:3 method="wB97M-V/def2-TZVPD" smiles="[H]/N=C(/C)NC=C(F)F" e_lumo_ev=0.74 e_above_lowest_kj_mol=88.7 energy_ev=-12659.218 orbital_gap_ha=0.33431
H -2.5695 1.5485 0.6843 0.29 0.41 -0.02
N -2.7746 0.5761 0.8477 0.53 -1.51 0.09
C -1.7699 -0.2069 0.6520 -0.11 1.09 -0.76
C -1.8874 -1.6919 0.7438 -0.12 0.83 0.05
N -0.5432 0.2404 0.1743 -0.85 0.78 0.95
C 0.6385 -0.4346 0.0212 1.56 -0.35 -1.19
C 1.6624 0.2248 -0.5411 0.20 -1.10 0.14
F 2.7800 -0.2495 -1.1483 -1.15 0.40 1.19
F 1.6033 1.5454 -0.5967 0.29 0.49 -0.64
H -1.5005 -2.1597 -0.1566 -0.11 -0.11 -0.09
H -1.3166 -2.0272 1.5928 0.08 -0.44 0.42
H -2.9420 -1.8391 0.8663 -0.39 -0.66 0.16
H -0.4520 1.2282 0.0497 -0.22 0.42 -0.02
H 0.6943 -1.4786 0.2595 0.00 -0.24 -0.28



16
Properties=species:S:1:pos:R:3:forces:R:3 method="wB97M-V/def2-TZVPD" e_lumo_ev=-13.65 charge=+2 e_above_lowest_kj_mol=26.2 energy_ev=-21642.849 orbital_gap_ha=0.22267
In 3.5263 -0.1054 -2.8365 0.31 0.00 -0.21
C 0.1189 -0.7695 -0.8982 1.44 4.78 -1.59
O 0.7405 0.3282 -0.3577 -0.50 -0.34 0.37
O 0.7696 -1.1379 -1.8754 0.26 -1.98 -1.28
C -0.0314 -1.9070 0.2840 -0.55 -2.53 2.09
F -0.1446 -3.0099 -0.3796 -0.01 0.00 -0.20
F 1.0304 -1.8926 1.0383 -0.10 0.31 -0.51
F -1.1021 -1.6359 0.9544 -0.17 0.24 0.14
C 0.0650 1.5070 0.0450 -0.82 0.91 1.10
C -0.9167 1.2740 1.2360 0.46 -0.40 -0.56
H -1.7862 0.7203 0.8846 -0.32 0.41 0.16
H -0.4754 0.6805 2.0348 0.29 0.24 0.03
H -1.1571 2.2746 1.5922 -0.32 -0.11 0.00
H -0.5431 1.9509 -0.7599 0.28 -0.43 -0.21
H 0.8420 2.2272 0.2815 0.13 -0.20 0.16
H -0.9360 -0.5043 -1.2435 -0.37 -0.89 0.51



14
Properties=species:S:1:pos:R:3:forces:R:3 method="wB97M-V/def2-TZVPD" smiles=N[C@H]1C[C@H](F)C1(F)F e_lumo_ev=0.99 e_above_lowest_kj_mol=21.9 energy_ev=-13886.884 orbital_gap_ha=0.39300
N 0.5912 1.7922 -0.1747 0.83 -0.87 0.80
C 0.2686 0.6056 0.6100 0.63 -0.76 -0.89
C -1.1017 -0.0084 0.3578 0.01 0.48 -2.04
C -0.4630 -1.0884 -0.5056 -0.45 -1.17 0.54
F -0.9124 -2.3615 -0.2995 -0.22 -0.51 -0.11
C 0.8902 -0.7888 0.0473 0.62 2.75 1.36
F 1.8883 -0.6350 -0.8498 0.16 -0.47 -0.08
F 1.3298 -1.5409 1.0942 -0.31 0.00 -0.75
H -0.0857 2.5327 -0.1973 -0.38 -0.10 0.16
H 0.8517 1.5140 -1.0979 0.15 0.16 -0.57
H 0.5251 0.6291 1.6447 0.27 0.66 0.77
H -1.7220 0.6438 -0.2459 -0.40 0.11 0.20
H -1.6232 -0.3994 1.1757 -0.67 -0.56 1.31
H -0.4368 -0.8952 -1.5589 -0.24 0.26 -0.69



15
Properties=species:S:1:pos:R:3:forces:R:3 method="wB97M-V/def2-TZVPD" spin_multiplicity=3 e_lumo_ev="0.75 / -1.80" s2=2.0076 e_above_lowest_kj_mol=0.0 energy_ev=-24718.345 orbital_gap_ha="0.21048 / 0.29794"
C -0.1028 -0.1218 -0.4279 7.46 -3.79 2.97
C -2.2871 0.7779 -0.0856 -1.31 0.72 -1.69
C -1.1482 0.5354 -0.9667 -3.94 4.20 -4.38
C 2.6628 -0.3374 0.0322 -2.82 -0.79 2.21
N -0.0450 -0.7523 0.8311 -1.55 -0.35 -0.27
F 2.4101 0.3511 1.2108 0.20 0.16 -1.89
F 2.7554 -1.6145 0.5105 0.75 0.39 -0.86
F 3.7516 0.1031 -0.4825 1.95 0.13 -0.36
S 1.3995 -0.3221 -1.3671 -0.99 0.39 1.60
H -2.8468 -0.1511 -0.0079 -0.24 -0.24 0.34
H -1.9527 1.0459 0.9032 -0.12 0.50 0.71
H -2.9938 1.5163 -0.5443 0.66 -0.44 0.74
H -0.8391 1.1827 -1.8716 -1.08 -0.86 1.49
H -0.0058 -1.7842 0.7371 0.06 0.65 0.53
H -0.7580 -0.4291 1.5288 0.98 -0.68 -1.13



14
Properties=species:S:1:pos:R:3:forces:R:3 method="wB97M-V/def2-TZVPD" e_lumo_ev="-1.31 / 0.02" e_above_lowest_kj_mol=349.0 energy_ev=-21683.588 orbital_gap_ha="0.26744 / 0.32928"
C 1.1102 -0.2960 0.2743 2.33 -0.08 0.96
C 0.1339 0.8224 0.4037 -0.75 -1.04 0.94
C 1.4142 -0.9393 -1.0238 -1.29 -1.82 0.49
C -1.2553 0.2359 0.6235 -0.39 1.98 -0.17
F -2.0292 1.2494 1.2046 -0.08 0.01 -0.87
F -1.2247 -0.6608 1.5922 0.17 -1.93 1.25
F -2.1138 0.9861 -1.5925 -0.11 -0.84 -0.01
P -2.0908 -0.4832 -0.8711 0.06 1.03 -0.41
H 2.0989 -0.0284 0.7678 -0.93 -0.04 -0.42
H 0.6891 -1.0375 0.9017 0.32 -1.19 0.69
H 0.2444 1.4766 1.2534 0.59 0.25 0.22
H 0.2115 1.3104 -0.4907 -0.46 2.08 -2.11
H 1.5355 -0.6099 -2.0173 0.22 1.32 -0.68
H 1.2761 -2.0258 -1.0258 0.31 0.27 0.12



16
Properties=species:S:1:pos:R:3:forces:R:3 method="wB97M-V/def2-TZVPD" e_lumo_ev="-0.90 / -1.05" e_above_lowest_kj_mol=146.5 energy_ev=-25890.264 orbital_gap_ha="0.27061 / 0.24526"
C -1.6579 -0.4459 -0.4712 3.98 2.58 -2.40
N -0.9442 0.1765 0.6550 -1.19 -0.37 2.37
C -1.7956 0.2556 1.9917 1.44 0.93 -2.15
P 0.6367 0.5633 0.7218 0.90 -1.76 -2.72
C 1.4107 -0.4180 -1.0946 -2.53 1.14 4.30
F 0.8196 -0.0963 -2.2369 -0.47 0.09 -1.22
C 2.7697 0.0550 -1.0602 3.82 0.30 0.88
F 3.6837 -0.8152 -1.6293 -0.99 0.60 0.00
F 3.2335 0.1463 0.2638 -0.74 0.01 -1.24
F 3.0214 1.2605 -1.6307 -0.18 -0.40 0.10
H -1.8099 0.4363 -1.2290 -0.16 -1.97 1.09
H -0.8715 -1.1545 -0.9444 -1.76 0.71 0.64
H -2.5413 -0.8435 -0.1247 -1.90 -1.13 0.39
H -2.1355 -0.7186 2.2854 0.01 -0.58 -0.01
H -1.1752 0.7109 2.7763 -0.27 -0.15 -0.36
H -2.6443 0.8875 1.7271 0.03 0.00 0.32



16
Properties=species:S:1:pos:R:3:forces:R:3 method="wB97M-V/def2-TZVPD" e_lumo_ev=-0.17 energy_ev=-36782.801 orbital_gap_ha=0.31159
C -0.7578 -0.6309 -0.8055 -2.57 3.61 -0.31
C 0.2552 0.6994 1.6995 -1.62 2.23 -2.62
C 0.1507 0.5542 -0.6566 1.77 1.36 2.93
C -0.2403 2.0071 -0.8455 -0.93 -1.58 -0.30
F 1.5396 1.1293 1.8232 -0.68 0.03 0.69
F -1.4346 2.2356 -0.2973 -0.71 0.44 1.04
F -0.4334 2.3152 -2.1268 0.37 0.22 -1.22
F 0.6603 2.8512 -0.3621 -0.08 0.43 0.39
S -0.1415 -0.8429 2.2464 -0.30 -1.08 1.13
S 1.9146 0.4831 -1.1317 -1.04 -1.30 -0.71
H -1.3099 -0.5672 -1.8186 0.81 -0.57 1.61
H -1.4929 -0.5027 0.0892 0.85 -0.69 -1.90
H -0.1389 -1.4468 -0.6592 0.70 -2.02 -0.05
H -0.6182 1.4197 2.0746 2.42 -0.96 -1.05
H 0.8170 -1.4489 1.5739 0.51 -0.55 -0.29
H 2.3228 0.9153 0.0322 0.49 0.42 0.66



13
Properties=species:S:1:pos:R:3:forces:R:3 method="wB97M-V/def2-TZVPD" smiles="C=C(F)COCI" e_lumo_ev=0.48 e_above_lowest_kj_mol=100.2 energy_ev=-17108.727 orbital_gap_ha=0.36653
C 0.3755 1.7161 0.9436 -2.36 -0.99 0.91
C -0.7960 1.0924 0.7269 1.72 2.00 -0.41
F -1.9830 1.4665 1.2873 1.10 -0.64 -0.18
C -0.7947 0.1985 -0.4170 2.41 -0.80 -1.13
O -0.4303 -1.1420 -0.0108 -2.66 1.48 0.07
C 0.6906 -1.7469 -0.3718 1.45 -1.41 1.22
I 0.9411 -2.1405 -2.4900 0.03 0.08 0.05
H 1.2568 1.4030 0.4109 0.07 0.25 0.09
H 0.3291 2.3567 1.7742 0.84 1.16 0.87
H -1.7322 0.1603 -0.8598 -1.77 -0.32 -1.04
H -0.0338 0.6356 -1.1700 -1.25 -1.04 1.02
H 0.5625 -2.7184 0.1492 0.67 0.20 -0.82
H 1.6145 -1.2813 0.0272 -0.25 0.03 -0.66



12
Properties=species:S:1:pos:R:3:forces:R:3 method="wB97M-V/def2-TZVPD" smiles="C=C(C)C#N.F" e_lumo_ev=0.58 e_above_lowest_kj_mol=109.2 energy_ev=-8451.203 orbital_gap_ha=0.38533
C -0.5863 -0.6469 1.2911 3.07 -1.06 -1.29
C -0.1380 -0.4901 0.0393 -1.37 -0.78 0.20
C -0.8338 0.2959 -1.0042 -1.36 2.88 3.58
C 0.8826 -1.4185 -0.4162 0.93 -1.36 -0.49
N 1.6293 -2.2372 -0.7807 -1.15 1.56 0.59
H -1.1958 -0.0661 1.8846 -1.71 1.23 0.52
H 0.0395 -1.3476 1.7915 -0.04 -0.58 0.99
H -0.1993 0.6085 -1.7360 1.59 1.01 -2.14
H -1.3671 1.2137 -0.5000 1.43 -1.31 -0.82
H -1.6773 -0.1580 -1.3838 -1.49 -1.73 -1.13
F 1.4321 1.8293 0.1875 0.49 0.57 0.33
H 2.0141 2.4170 0.6270 -0.40 -0.45 -0.34